(1)
The following is a quantum chemistry calculation of C62H46Cl2MgNO3P2S as an isolated structure, from the Open Molecules 2025 dataset.

M ... 1042.3 g/mol
HOMO-LUMO gap ... 7.58 eV
Lowest unoccupied orbital energy ... -2.40 eV
Strongest force on any atom ... 0.00482 hartree/bohr
HOMO level ... -9.99 eV
Charge ... +1

Last column: Mulliken charge in e.
Element x y z (Å)
1 Mg -0.301 -0.121 -0.328  2.520
2 O -1.929 0.192 0.825  -0.918
3 S -1.138 0.274 2.150  2.348
4 C -2.026 1.425 3.136  0.064
5 C -2.432 1.111 4.410  -0.478
6 C -3.140 2.020 5.222  -1.527
7 C -3.448 3.237 4.691  -0.146
8 C -4.229 4.388 5.271  -0.740
9 C -4.215 5.476 4.168  -0.893
10 C -3.416 4.870 3.044  0.075
11 C -3.069 5.366 1.822  -1.465
12 C -2.260 4.564 0.997  0.060
13 C -1.801 3.299 1.317  -0.067
14 P -0.592 2.633 0.075  1.353
15 C -1.527 2.844 -1.476  0.239
16 C -2.814 2.307 -1.556  -0.525
17 C -3.489 2.284 -2.767  -0.627
18 C -2.894 2.806 -3.907  -0.652
19 C -1.618 3.345 -3.835  -0.853
20 C -0.930 3.353 -2.630  -0.580
21 C 0.745 3.868 0.033  0.144
22 C 1.942 3.467 0.619  -0.025
23 C 3.029 4.329 0.684  -0.459
24 C 2.931 5.599 0.142  -0.756
25 C 1.747 6.004 -0.464  -0.865
26 C 0.661 5.148 -0.518  -0.138
27 C -2.229 2.730 2.566  -1.307
28 C -2.998 3.571 3.393  1.928
29 C -1.251 -1.316 2.876  0.036
30 C -2.493 -1.794 3.248  0.022
31 C -2.666 -3.055 3.835  -1.308
32 C -1.542 -3.804 4.069  -0.095
33 C -1.388 -5.163 4.698  -0.912
34 C 0.136 -5.442 4.681  -0.863
35 C 0.736 -4.249 3.986  0.432
36 C 2.022 -3.953 3.646  -1.292
37 C 2.250 -2.782 2.894  0.409
38 C 1.265 -1.896 2.509  -0.134
39 P 1.777 -0.642 1.271  1.475
40 C 2.787 -1.509 0.027  0.763
41 C 3.518 -0.696 -0.845  -0.683
42 C 4.225 -1.251 -1.900  -0.991
43 C 4.187 -2.622 -2.109  -0.844
44 C 3.427 -3.428 -1.275  -0.620
45 C 2.724 -2.878 -0.212  -0.757
46 C 2.947 0.343 2.272  0.303
47 C 4.322 0.386 2.069  -0.468
48 C 5.126 1.177 2.881  -0.779
49 C 4.568 1.927 3.904  -0.683
50 C 3.197 1.880 4.122  -0.732
51 C 2.395 1.094 3.313  -0.412
52 C -0.068 -2.114 2.986  -1.943
53 C -0.282 -3.328 3.663  1.488
54 H -2.211 0.129 4.804  0.683
55 H -3.442 1.730 6.219  0.496
56 H -3.773 4.739 6.197  0.320
57 H -5.244 4.074 5.519  0.318
58 H -3.753 6.400 4.516  0.294
59 H -5.222 5.731 3.836  0.301
60 H -3.376 6.347 1.486  0.510
61 H -1.981 4.981 0.038  0.324
62 H -3.283 1.898 -0.669  0.234
63 H -4.482 1.857 -2.818  0.437
64 H -3.425 2.792 -4.850  0.438
65 H -1.150 3.755 -4.720  0.464
66 H 0.075 3.753 -2.593  0.546
67 H 2.026 2.474 1.037  -0.058
68 H 3.946 3.997 1.155  0.492
69 H 3.775 6.274 0.182  0.405
70 H 1.672 6.993 -0.897  0.434
71 H -0.245 5.480 -1.009  0.399
72 H -3.359 -1.163 3.083  0.755
73 H -3.656 -3.400 4.102  0.496
74 H -1.940 -5.907 4.123  0.293
75 H -1.799 -5.175 5.709  0.327
76 H 0.374 -6.362 4.147  0.306
77 H 0.537 -5.547 5.690  0.313
78 H 2.849 -4.607 3.886  0.458
79 H 3.264 -2.595 2.557  0.583
80 H 3.541 0.380 -0.696  0.569
81 H 4.797 -0.612 -2.561  0.487
82 H 4.737 -3.061 -2.932  0.432
83 H 3.366 -4.494 -1.457  0.459
84 H 2.083 -3.510 0.388  0.000
85 H 4.778 -0.201 1.282  0.496
86 H 6.196 1.197 2.714  0.459
87 H 5.198 2.540 4.535  0.411
88 H 2.753 2.457 4.924  0.456
89 H 1.326 1.066 3.495  0.233
90 Cl -0.449 0.021 -2.829  0.452
91 C 0.646 -1.102 -3.648  0.624
92 C 1.636 -0.521 -4.416  -0.835
93 C 2.524 -1.337 -5.099  -0.771
94 C 2.409 -2.712 -4.987  -0.554
95 C 1.397 -3.267 -4.227  0.488
96 Cl 1.284 -4.992 -4.106  -0.221
97 C 0.450 -2.487 -3.545  -0.933
98 N -0.551 -3.055 -2.788  0.089
99 C -1.915 -2.668 -2.903  0.062
100 C -2.417 -2.252 -4.135  -0.286
101 C -3.736 -1.861 -4.265  -0.745
102 C -4.576 -1.910 -3.160  -0.887
103 C -4.074 -2.332 -1.942  -0.639
104 C -2.739 -2.705 -1.779  0.719
105 C -2.295 -3.114 -0.389  -0.870
106 C -0.795 -3.142 -0.116  -0.062
107 O -0.227 -4.192 0.145  -0.745
108 O -0.209 -1.988 -0.129  0.053
109 H 1.710 0.556 -4.466  0.502
110 H 3.307 -0.901 -5.703  0.419
111 H 3.096 -3.370 -5.501  0.524
112 H -0.392 -4.020 -2.538  0.427
113 H -1.759 -2.243 -4.996  0.496
114 H -4.111 -1.540 -5.228  0.454
115 H -5.616 -1.624 -3.248  0.441
116 H -4.727 -2.364 -1.077  0.462
117 H -2.711 -4.091 -0.137  0.691
118 H -2.721 -2.384 0.305  -0.048

=====

(2)
The following is a quantum chemistry calculation of C62H47AsGeIrN4S3 as an isolated structure in a non-equilibrium geometry, from the Open Molecules 2025 dataset.

⟨S²⟩ ... 0.7810
M ... 1284.0 g/mol
Energy above the lowest of the compared OMol25 structures with the same formula, charge and spin ... 18.3 kcal per mole
2S+1 ... 2
HOMO-LUMO gap (alpha / beta) ... 4.89 / 7.16 eV
Lowest unoccupied orbital energy (alpha / beta) ... -0.12 / -0.37 eV
Strongest force on any atom ... 0.04103 hartree/bohr
HOMO level (alpha / beta) ... -5.00 / -7.53 eV
Charge ... 0

Last column: Löwdin spin population.
Element x y z (Å)
1 Ir 0.174 0.078 0.782  0.026
2 S 5.352 -0.913 5.516  0.006
3 C 4.731 -1.146 7.094  0.029
4 C 3.373 -1.097 7.105  0.000
5 C 2.824 -0.872 5.815  0.031
6 C 3.773 -0.747 4.835  -0.005
7 C 3.588 -0.535 3.400  0.087
8 C 2.336 -0.223 2.902  0.025
9 N 2.071 -0.076 1.604  0.138
10 C 3.081 -0.248 0.681  0.086
11 C 4.410 -0.489 1.119  0.026
12 C 5.442 -0.582 0.107  0.009
13 C 5.151 -0.473 -1.202  -0.005
14 C 3.792 -0.276 -1.654  0.038
15 C 3.440 -0.117 -2.973  0.044
16 C 2.091 0.105 -3.330  0.088
17 C 1.153 0.104 -2.301  0.004
18 N 1.459 -0.041 -1.017  0.114
19 C 2.774 -0.201 -0.669  0.075
20 C 1.687 0.387 -4.707  -0.006
21 C 0.433 0.600 -5.212  0.034
22 C 0.424 0.882 -6.603  0.000
23 C 1.670 0.886 -7.144  0.033
24 S 2.864 0.545 -5.965  0.007
25 C 4.649 -0.636 2.465  0.088
26 H 5.404 -1.301 7.921  0.002
27 H 2.778 -1.220 7.999  -0.001
28 H 1.762 -0.821 5.621  0.002
29 H 1.502 -0.053 3.571  -0.001
30 H 6.463 -0.733 0.436  0.000
31 H 5.932 -0.531 -1.951  -0.001
32 H 4.207 -0.142 -3.738  0.003
33 H 0.105 0.236 -2.537  -0.002
34 H -0.463 0.549 -4.612  0.002
35 H -0.474 1.068 -7.175  -0.001
36 H 1.961 1.066 -8.166  0.002
37 H 5.657 -0.843 2.806  0.006
38 S 0.154 4.846 1.469  0.001
39 C 1.084 4.767 0.009  0.000
40 C 1.572 5.820 -0.756  0.000
41 C 2.319 5.517 -1.878  0.000
42 C 2.601 4.186 -2.202  0.000
43 C 2.132 3.145 -1.427  0.000
44 C 1.336 3.430 -0.318  0.001
45 N 0.767 2.512 0.559  0.011
46 C 0.146 3.099 1.530  0.001
47 C -0.510 2.367 2.604  0.001
48 C -0.978 3.036 3.740  0.000
49 C -1.529 2.330 4.789  0.000
50 C -1.583 0.943 4.710  0.000
51 C -1.119 0.288 3.579  0.000
52 C -0.601 0.972 2.477  0.000
53 H 1.380 6.846 -0.469  0.000
54 H 2.702 6.315 -2.500  0.000
55 H 3.198 3.962 -3.077  0.000
56 H 2.396 2.123 -1.666  -0.001
57 H -0.887 4.114 3.804  0.000
58 H -1.891 2.850 5.666  0.000
59 H -1.987 0.369 5.537  0.000
60 H -1.150 -0.788 3.559  0.000
61 C -6.206 -0.448 1.234  0.000
62 C -5.364 -1.489 0.868  0.000
63 C -4.104 -1.210 0.364  0.000
64 C -3.685 0.104 0.202  0.000
65 C -4.531 1.145 0.563  0.000
66 C -5.786 0.866 1.087  0.000
67 As -1.946 0.401 -0.618  0.002
68 C -2.172 2.184 -1.316  0.001
69 C -2.078 3.380 -0.624  0.000
70 C -2.259 4.578 -1.299  0.000
71 C -2.524 4.571 -2.663  0.000
72 C -2.642 3.374 -3.351  0.000
73 C -2.478 2.169 -2.677  0.000
74 C -2.646 0.825 -3.267  0.000
75 C -3.032 0.571 -4.579  0.000
76 C -3.208 -0.733 -5.012  0.000
77 C -3.010 -1.794 -4.139  0.000
78 C -2.619 -1.554 -2.830  0.000
79 C -2.435 -0.249 -2.394  0.000
80 H -7.188 -0.662 1.636  0.000
81 H -5.683 -2.516 0.987  0.000
82 H -3.442 -2.026 0.097  0.000
83 H -4.220 2.173 0.433  0.000
84 H -6.441 1.679 1.372  0.000
85 H -1.881 3.378 0.438  0.000
86 H -2.190 5.515 -0.761  0.000
87 H -2.651 5.507 -3.192  0.000
88 H -2.864 3.384 -4.410  0.000
89 H -3.200 1.392 -5.264  0.000
90 H -3.505 -0.924 -6.035  0.000
91 H -3.165 -2.810 -4.477  0.000
92 H -2.477 -2.390 -2.164  0.000
93 C -0.334 -4.012 3.712  0.000
94 Ge -1.309 -3.072 2.291  0.000
95 C -2.894 -2.268 3.135  0.000
96 C -1.959 -4.458 1.055  0.000
97 C 0.120 -1.986 1.428  -0.004
98 H -0.982 -4.738 4.207  0.000
99 H 0.031 -3.312 4.467  0.000
100 H 0.522 -4.545 3.295  0.000
101 H -3.721 -2.973 3.035  0.000
102 H -3.186 -1.324 2.688  0.000
103 H -2.710 -2.107 4.198  0.000
104 H -2.499 -5.210 1.634  0.000
105 H -1.127 -4.945 0.546  0.000
106 H -2.638 -4.067 0.296  0.000
107 H 0.908 -1.972 2.179  0.000
108 N 2.543 -5.146 -4.191  0.000
109 C 2.151 -4.607 -3.254  0.000
110 C 1.654 -3.931 -2.088  0.000
111 C 0.354 -3.418 -2.075  0.003
112 C -0.123 -2.798 -0.944  -0.001
113 C 0.651 -2.645 0.205  0.001
114 C 1.955 -3.150 0.166  0.000
115 C 2.452 -3.789 -0.957  0.002
116 H -0.267 -3.522 -2.957  0.000
117 H -1.123 -2.398 -0.926  0.000
118 H 2.584 -3.043 1.044  0.000
119 H 3.457 -4.190 -0.960  0.000

=====

In eV, the electronic energy values for the records above are, in order, -132575.677; -223718.629.